(1)
The following is a quantum chemistry calculation of 3 unconnected molecules or ions with the total composition C2H8NO4 in a non-equilibrium geometry, from the OMol25 dataset.

XYZ file:
```
15
C2H8NO4 | the OMol25 dataset | wB97M-V/def2-TZVPD
C -2.17 -0.86 -0.15
N -0.88 -0.23 -0.03
C 0.28 -0.86 -0.51
O 1.25 -0.25 -0.06
O 0.13 -1.80 -1.22
H -2.08 -2.03 0.10
H -2.68 -0.76 -1.13
H -2.83 -0.38 0.60
H -0.66 0.35 0.71
H 2.38 0.12 2.63
H 1.13 0.18 1.63
O 1.78 0.74 2.27
H 0.16 2.83 -0.16
H -0.07 1.67 -1.19
O -0.40 2.55 -0.86
```

Summary:
HOMO (eV): -4.68
Net charge: -1
Spin multiplicity: 1
Kohn-Sham gap (eV): 8.7

Results of the natural (NBO) charge analysis, in e, for atoms 1 through 6: atom 1 (C): -0.398, atom 2 (N): -0.715, atom 3 (C): 0.860, atom 4 (O): -0.833, atom 5 (O): -0.748, atom 6 (H): 0.172



(2)
The following is a quantum chemistry calculation of 2 unconnected molecules or ions with the total composition C2H8NO4 in a non-equilibrium geometry, from the OMol25 dataset.

XYZ file:
```
15
C2H8NO4 | the OMol25 dataset | wB97M-V/def2-TZVPD
C -1.36 -1.27 -0.36
C 0.17 0.42 -1.27
N -0.63 -0.03 -0.35
O 0.70 1.59 -1.10
O 0.51 -0.23 -2.35
O 1.36 0.15 2.14
O 0.49 1.20 2.51
H -0.92 -1.98 0.33
H -2.39 -1.08 -0.05
H -1.39 -1.71 -1.36
H 0.21 -1.14 -2.43
H -0.71 0.54 0.50
H 1.33 1.84 -1.80
H 1.05 1.99 2.61
H 1.57 -0.28 2.98
```

Summary:
<S²>: 2.01
HOMO (alpha / beta) (eV): -8.87 / -14.23
Net charge: +1
Spin multiplicity: 3
Kohn-Sham gap (alpha / beta) (eV): 5.5 / 7.8

Results of the natural (NBO) charge analysis, in e, for atoms 1 through 6: atom 1 (C): -0.429, atom 2 (C): 0.933, atom 3 (N): -0.536, atom 4 (O): -0.597, atom 5 (O): -0.615, atom 6 (O): -0.282



(3)
The following is a quantum chemistry calculation of 2 unconnected molecules or ions with the total composition C2H8NOPS in a non-equilibrium geometry, from the OMol25 dataset.

XYZ file:
```
14
C2H8NOPS | the OMol25 dataset | wB97M-V/def2-TZVPD
C -0.59 -2.02 -0.65
C 0.82 1.31 1.39
N -0.51 -0.85 0.23
O -0.59 1.90 -1.69
P 0.57 0.31 -0.12
S 2.28 -0.23 -0.85
H -1.29 -2.76 -0.21
H -1.25 -1.76 -1.54
H 0.40 -2.19 -1.10
H 0.28 2.27 1.43
H 0.56 0.73 2.28
H 1.89 1.44 1.39
H -1.42 -0.56 0.56
H -1.16 2.42 -1.13
```

Summary:
HOMO (alpha / beta) (eV): -9.15 / -9.15
Spin multiplicity: 1
Kohn-Sham gap (alpha / beta) (eV): 8.5 / 8.5

Results of the natural (NBO) charge analysis, in e, for atoms 1 through 6: atom 1 (C): -0.447, atom 2 (C): -0.986, atom 3 (N): -0.959, atom 4 (O): -0.994, atom 5 (P): 1.542, atom 6 (S): -0.465



(4)
The following is a quantum chemistry calculation of 2 unconnected molecules or ions with the total composition C2H8NOS in a non-equilibrium geometry, from the OMol25 dataset.

XYZ file:
```
13
C2H8NOS | the OMol25 dataset | wB97M-V/def2-TZVPD
C -0.03 -0.91 1.66
S -0.17 0.78 2.15
H -0.75 -1.57 2.09
H 0.92 -1.52 1.83
H -0.17 -0.95 0.62
N 1.08 0.75 -1.01
C -0.33 0.33 -1.45
O -1.22 1.16 -0.87
H 1.76 0.08 -1.23
H 1.17 1.09 -0.07
H -0.65 -0.78 -1.27
H -0.49 0.46 -2.53
H -1.11 1.07 0.08
```

Summary:
HOMO (eV): -2.69
Net charge: -1
Spin multiplicity: 1
Kohn-Sham gap (eV): 6.8

Results of the natural (NBO) charge analysis, in e, for atoms 1 through 6: atom 1 (C): -0.749, atom 2 (S): -0.682, atom 3 (H): 0.171, atom 4 (H): 0.156, atom 5 (H): 0.176, atom 6 (N): -0.910



(5)
The following is a quantum chemistry calculation of 2 unconnected molecules or ions with the total composition C2H8NOS in a non-equilibrium geometry, from the OMol25 dataset.

XYZ file:
```
13
C2H8NOS | the OMol25 dataset | wB97M-V/def2-TZVPD
C 2.09 -0.34 1.15
S 0.86 -1.75 0.84
H 1.77 0.47 0.48
H 2.03 0.07 2.15
H 3.09 -0.65 0.85
N -1.14 0.77 0.24
C -1.41 0.64 -1.15
O -1.51 -0.74 -1.59
H -1.81 0.17 0.72
H -0.30 0.24 0.54
H -2.37 1.14 -1.29
H -0.61 1.07 -1.77
H -0.69 -1.09 -1.17
```

Summary:
HOMO (eV): -2.81
Net charge: -1
Spin multiplicity: 1
Kohn-Sham gap (eV): 7.0

Results of the natural (NBO) charge analysis, in e, for atoms 1 through 6: atom 1 (C): -0.723, atom 2 (S): -0.750, atom 3 (H): 0.174, atom 4 (H): 0.179, atom 5 (H): 0.184, atom 6 (N): -0.888



(6)
The following is a quantum chemistry calculation of 2 unconnected molecules or ions with the total composition C2H8NOS in a non-equilibrium geometry, from the OMol25 dataset.

XYZ file:
```
13
C2H8NOS | the OMol25 dataset | wB97M-V/def2-TZVPD
C 1.49 0.10 -0.43
C -0.03 0.16 -0.22
S -0.95 -1.14 -1.12
N 2.04 -1.20 0.01
H 1.67 0.14 -1.51
H 1.93 0.93 0.13
H -0.16 0.08 0.87
H -0.42 1.12 -0.54
H 2.54 -1.12 0.88
H 1.26 -1.85 0.10
H -2.36 0.84 0.59
H -3.82 0.65 0.47
O -3.19 1.31 0.77
```

Summary:
HOMO (eV): -2.65
Net charge: -1
Spin multiplicity: 1
Kohn-Sham gap (eV): 6.8

Results of the natural (NBO) charge analysis, in e, for atoms 1 through 6: atom 1 (C): -0.228, atom 2 (C): -0.550, atom 3 (S): -0.731, atom 4 (N): -0.874, atom 5 (H): 0.176, atom 6 (H): 0.158



(7)
The following is a quantum chemistry calculation of 2 unconnected molecules or ions with the total composition C2H8NOS, from the OMol25 dataset.

XYZ file:
```
13
C2H8NOS | the OMol25 dataset | wB97M-V/def2-TZVPD
C 0.05 1.02 0.12
C -0.62 0.36 1.31
S -0.46 -1.43 1.45
N -0.36 0.47 -1.17
H 1.14 1.00 0.21
H -0.20 2.08 0.18
H -1.68 0.65 1.28
H -0.24 0.85 2.22
H -0.90 1.12 -1.72
H -0.81 -0.44 -1.06
H 1.06 -2.38 -0.42
H 1.42 -1.18 -1.21
O 1.59 -2.13 -1.20
```

Summary:
HOMO (eV): -2.67
Net charge: -1
Spin multiplicity: 1
Kohn-Sham gap (eV): 6.9

Results of the natural (NBO) charge analysis, in e, for atoms 1 through 6: atom 1 (C): -0.223, atom 2 (C): -0.532, atom 3 (S): -0.718, atom 4 (N): -0.896, atom 5 (H): 0.156, atom 6 (H): 0.157



(8)
The following is a quantum chemistry calculation of 2 unconnected molecules or ions with the total composition C2H8NOS, from the OMol25 dataset.

XYZ file:
```
13
C2H8NOS | the OMol25 dataset | wB97M-V/def2-TZVPD
C -0.83 0.90 0.92
N 0.05 1.43 -0.11
C 0.97 0.48 -0.67
O 0.42 -0.49 -1.54
H -1.52 0.13 0.57
H -1.44 1.73 1.28
H -0.21 0.50 1.73
H -0.47 1.92 -0.82
H 1.47 -0.03 0.17
H 1.70 1.04 -1.24
S -0.28 -2.58 0.68
H 0.17 -1.27 -1.03
H -0.03 -3.76 0.08
```

Summary:
<S²>: 0.75
HOMO (alpha / beta) (eV): -8.97 / -8.96
Spin multiplicity: 2
Kohn-Sham gap (alpha / beta) (eV): 9.6 / 5.9

Results of the natural (NBO) charge analysis, in e, for atoms 1 through 6: atom 1 (C): -0.417, atom 2 (N): -0.638, atom 3 (C): 0.081, atom 4 (O): -0.762, atom 5 (H): 0.163, atom 6 (H): 0.203



(9)
The following is a quantum chemistry calculation of 2 unconnected molecules or ions with the total composition C2H8NS in a non-equilibrium geometry, from the OMol25 dataset.

XYZ file:
```
12
C2H8NS | the OMol25 dataset | wB97M-V/def2-TZVPD
S -1.48 0.35 1.56
H -2.61 -0.45 1.66
C 1.10 -1.21 -0.34
N 1.11 0.26 -0.58
C 0.94 0.47 -2.03
H 2.10 -1.67 -0.71
H 0.32 -1.72 -0.93
H 0.94 -1.54 0.72
H 0.40 0.59 0.16
H -0.10 0.18 -2.32
H 0.93 1.55 -2.42
H 1.62 0.06 -2.75
```

Summary:
HOMO (eV): -2.79
Net charge: -1
Spin multiplicity: 1
Kohn-Sham gap (eV): 6.9

Results of the natural (NBO) charge analysis, in e, for atoms 1 through 6: atom 1 (S): -1.065, atom 2 (H): 0.103, atom 3 (C): -0.417, atom 4 (N): -0.698, atom 5 (C): -0.421, atom 6 (H): 0.147



(10)
The following is a quantum chemistry calculation of 2 unconnected molecules or ions with the total composition C2H8NS in a non-equilibrium geometry, from the OMol25 dataset.

XYZ file:
```
12
C2H8NS | the OMol25 dataset | wB97M-V/def2-TZVPD
C 0.83 1.02 -0.32
C 0.20 -0.32 -0.44
N 0.12 -1.13 0.51
S -2.63 0.16 0.02
H 1.45 1.46 -1.08
H 1.45 1.18 0.70
H -0.08 1.60 -0.26
H -0.25 -0.48 -1.44
H -3.34 -0.81 0.86
H 0.45 -1.10 1.57
H -0.62 -1.95 0.57
H -3.28 1.04 0.83
```

Summary:
<S²>: 2.01
HOMO (alpha / beta) (eV): -9.91 / -15.66
Net charge: +1
Spin multiplicity: 3
Kohn-Sham gap (alpha / beta) (eV): 5.2 / 6.0

Results of the natural (NBO) charge analysis, in e, for atoms 1 through 6: atom 1 (C): -0.651, atom 2 (C): -0.125, atom 3 (N): -0.689, atom 4 (S): 0.356, atom 5 (H): 0.257, atom 6 (H): 0.222



(11)
The following is a quantum chemistry calculation of a gas-phase ion, C2H8NS2 (charge +1) in a non-equilibrium geometry, from the OMol25 dataset.

XYZ file:
```
13
C2H8NS2 | the OMol25 dataset | wB97M-V/def2-TZVPD
N 1.68 0.31 -0.88
C 0.77 0.74 0.30
C -0.28 -0.56 0.45
S -1.81 0.25 1.07
S -3.20 -0.72 -0.40
H 1.96 -0.66 -0.69
H 2.37 0.98 -0.95
H 0.97 0.28 -1.58
H 0.24 1.66 0.13
H 1.49 0.80 1.26
H -0.56 -0.97 -0.51
H 0.24 -1.32 1.02
H -3.86 -0.78 0.77
```

Summary:
HOMO (eV): -12.40
Net charge: +1
SMILES string: [NH3+]CCSS
Spin multiplicity: 1
Kohn-Sham gap (eV): 8.5

Results of the natural (NBO) charge analysis, in e, for atoms 1 through 6: atom 1 (N): -0.671, atom 2 (C): -0.243, atom 3 (C): -0.555, atom 4 (S): 0.110, atom 5 (S): -0.101, atom 6 (H): 0.449



(12)
The following is a quantum chemistry calculation of a gas-phase ion, C2H8NS2 (charge +1) in a non-equilibrium geometry, from the OMol25 dataset.

XYZ file:
```
13
C2H8NS2 | the OMol25 dataset | wB97M-V/def2-TZVPD
N -0.44 1.14 1.34
C -1.08 0.45 0.06
C -0.19 -0.76 -0.45
S 1.25 0.14 -1.14
S 2.13 -1.60 -1.87
H -1.21 1.82 1.65
H 0.53 1.55 1.03
H -0.17 0.52 2.12
H -1.26 1.28 -0.67
H -2.08 -0.03 0.33
H -0.07 -1.58 0.37
H -0.80 -1.50 -1.27
H 3.40 -1.43 -1.48
```

Summary:
HOMO (eV): -12.43
Net charge: +1
SMILES string: [NH3+]CCSS
Spin multiplicity: 1
Kohn-Sham gap (eV): 8.4

Results of the natural (NBO) charge analysis, in e, for atoms 1 through 6: atom 1 (N): -0.735, atom 2 (C): -0.249, atom 3 (C): -0.607, atom 4 (S): 0.081, atom 5 (S): -0.080, atom 6 (H): 0.467